--- a ---
Computed, not measured: a single C2H2N4 molecule, with ωB97M-V/def2-TZVPD.

Element x y z (Å)
C (-0.7310, 0.6804, -0.8269)
N (-1.1303, -0.4926, -0.4029)
N (-0.3441, -1.2715, 0.3342)
C (0.6985, -0.6432, 0.8331)
N (1.2680, 0.4083, 0.2045)
N (0.6305, 1.0467, -0.7300)
H (-1.5868, 1.3259, -1.1240)
H (1.1951, -1.0540, 1.7120)

## Properties
Molecular weight = 82.07 u

***

--- b ---
Computed, not measured: C2H2N4 as an isolated structure, with ωB97M-V/def2-TZVPD.

Element x y z (Å)
C (-0.1978, -0.6800, 0.7206)
C (0.0023, 0.4697, -0.9080)
N (0.1451, -0.0768, 1.9070)
N (-1.0497, -0.0816, 1.7136)
N (1.2436, 1.0333, -1.1005)
N (0.9955, 0.0945, -1.8973)
H (-0.1478, -1.7407, 0.7452)
H (-0.9912, 0.9817, -1.1806)

## Properties
Molecular weight = 82.07 u

***

We find a to be the most stable, with the next structure 0.1289 hartree higher.

***

--- a ---
Computed, not measured: a 2-piece molecular cluster, C7H8N2O overall, with ωB97M-V/def2-TZVPD.

Element x y z (Å)
C (2.7023, -0.8327, -0.3528)
C (1.3696, -1.0121, -0.2898)
C (3.2199, 0.3989, 0.0816)
C (1.1684, 1.3187, 0.2354)
C (0.6184, 0.0734, -0.0034)
C (-2.2480, 0.3409, 0.1308)
C (-2.8034, -0.9510, 0.6080)
N (2.5294, 1.4542, 0.4868)
N (-2.7099, 1.0478, -0.9819)
O (-2.3987, 1.6722, 0.3188)
H (3.2686, -1.6372, -0.8246)
H (0.9538, -2.0328, -0.3906)
H (4.3567, 0.4626, 0.3093)
H (0.5413, 2.2237, 0.2245)
H (-2.3678, -1.1113, 1.7109)
H (-2.2774, -1.6259, -0.1642)
H (-3.9164, -0.9937, 0.5459)
H (-2.0067, 1.2044, -1.6448)

## Properties
Molecular weight = 136.15 u

***

--- b ---
Computed, not measured: a single C7H8N2O molecule, with ωB97M-V/def2-TZVPD.

Element x y z (Å)
C (1.9660, 1.1543, 0.0713)
C (0.8071, 0.2315, 0.0057)
C (0.8693, -1.0001, 0.5177)
C (-0.1480, -2.0272, 0.2624)
C (-1.3463, -1.7870, -0.2054)
N (-1.7297, -0.5446, -0.6363)
O (-2.6406, 0.1086, 0.3466)
N (-2.1552, 1.3479, 0.6193)
C (-1.1242, 1.6798, -0.0293)
C (-0.4848, 0.5808, -0.7479)
H (2.4784, 0.8305, 1.0122)
H (1.8158, 2.2277, -0.0370)
H (2.7616, 0.9099, -0.6968)
H (1.7526, -1.1998, 1.1465)
H (0.1600, -3.1097, 0.2303)
H (-2.0096, -2.6613, -0.2802)
H (-0.6832, 2.5833, 0.3139)
H (-0.2890, 0.6756, -1.8929)

## Properties
Molecular weight = 136.15 u

***

We find b to be the most stable, with the next structure 0.0923 hartree higher.

***

--- a ---
Computed, not measured: a 2-piece molecular cluster, C2H8S3 overall, with ωB97M-V/def2-TZVPD.

Element x y z (Å)
C (-0.8704, -0.9826, -1.1502)
S (0.3984, -1.5563, 0.0540)
C (-0.3522, -0.9609, 1.5933)
H (-0.4817, -1.1003, -2.1582)
H (-1.0965, 0.0568, -0.9350)
H (-1.7411, -1.6216, -1.0469)
H (-0.5656, -1.7994, 2.2389)
H (0.1734, -0.1090, 2.0149)
H (-1.2947, -0.4873, 1.2945)
S (0.6294, 2.5130, -0.2165)
S (2.4725, 1.7155, -0.9159)
H (1.0870, 3.6765, 0.2680)
H (1.6415, 0.6555, -1.0407)

## Properties
Molecular weight = 128.29 u

***

--- b ---
Computed, not measured: a 2-piece molecular cluster, C2H8S3 overall, with ωB97M-V/def2-TZVPD.

Element x y z (Å)
C (-0.7017, 0.7729, -1.8999)
S (-1.8888, -0.5820, -1.5442)
C (-0.7117, -1.3402, -0.3941)
H (-0.0840, 0.6398, -2.7804)
H (-1.4522, 1.6522, -2.0233)
H (-0.0923, 1.1413, -1.0461)
H (-0.6186, -2.3653, -0.7846)
H (-1.2757, -1.3350, 0.5641)
H (0.1775, -0.7517, -0.3682)
S (0.7727, 0.4394, 3.2954)
S (2.5580, 0.4100, 1.9312)
H (1.6070, 1.0925, 4.1217)
H (1.7098, 0.2260, 0.9283)

## Properties
Molecular weight = 128.29 u

***

--- c ---
Computed, not measured: a 2-piece molecular cluster, C2H8S3 overall, with ωB97M-V/def2-TZVPD.

Element x y z (Å)
C (-2.2042, 2.4008, -0.2066)
S (-0.6107, 1.5826, 0.1027)
S (-0.0578, 1.2068, -1.8725)
H (-2.8209, 1.6771, -0.7201)
H (-2.6238, 2.5129, 0.7902)
H (-1.9839, 3.3675, -0.6349)
H (-0.0966, -0.1529, -1.8911)
C (2.1561, -2.2798, 0.6337)
S (0.5394, -2.2124, 1.4422)
H (2.5718, -3.2746, 0.8165)
H (2.9365, -1.6210, 1.0000)
H (2.0204, -2.2160, -0.4422)
H (0.1735, -0.9909, 0.9821)

## Properties
Molecular weight = 128.29 u

***

We find c to be the most stable, with the next structure 0.0135 hartree higher.

***

--- a ---
Computed, not measured: a single H2N2O3S2 molecule, with ωB97M-V/def2-TZVPD.

Element x y z (Å)
N (0.3876, -0.5749, -1.1091)
N (-0.4703, 1.6432, -0.2870)
O (-1.1670, -1.4613, 0.7170)
O (0.9146, -2.6393, 0.3987)
O (0.9890, 0.0144, 1.0960)
S (0.1460, -1.4726, 0.1871)
S (0.9386, 0.8159, -0.2105)
H (-1.2510, 1.0599, -0.5240)
H (-0.4875, 2.6148, -0.2682)

## Properties
Molecular weight = 142.16 u

***

--- b ---
Computed, not measured: a single H2N2O3S2 molecule, with ωB97M-V/def2-TZVPD.

Element x y z (Å)
N (-0.6410, -1.1599, 0.4135)
N (1.1125, -0.0121, -1.5474)
O (-1.1755, 1.2554, -0.0450)
O (-1.5487, 0.4748, 2.2647)
O (0.8880, 0.4622, 1.1841)
S (-0.9041, 0.3522, 1.0058)
S (0.9590, -0.8441, 0.3167)
H (1.2500, -0.8624, -2.1607)
H (0.0598, 0.3338, -1.4316)

## Properties
Molecular weight = 142.16 u

***

We find a to be the most stable, with the next structure 0.0374 hartree higher.

***

--- a ---
Computed, not measured: an isolated ion of composition C4H12N2S and charge +1, with ωB97M-V/def2-TZVPD.

Element x y z (Å)
C (0.4624, -0.6196, 0.0416)
N (-0.4964, -0.0362, 1.0075)
C (0.2271, 0.3176, 2.3328)
N (0.1720, 1.7809, 2.4571)
C (-0.2999, -1.1102, -1.2052)
C (-0.5229, -0.1168, -2.3247)
S (0.5307, 0.1779, -3.6645)
H (1.3244, -0.0441, -0.3028)
H (0.8992, -1.6058, 0.5033)
H (-0.7789, 0.8566, 0.6642)
H (1.3572, -0.1370, 2.2976)
H (-0.3584, -0.1201, 3.2052)
H (-0.6918, 2.1651, 2.7321)
H (0.8754, 2.2499, 2.9603)
H (0.2527, -2.0510, -1.5901)
H (-1.3318, -1.4925, -0.6757)
H (-1.6515, -0.0514, -2.5986)
H (-0.6228, 0.9076, -1.7855)
H (0.6535, -1.0708, -4.0547)

## Properties
Net charge = +1
2S+1 = 2
Molecular weight = 120.22 u

***

--- b ---
Computed, not measured: a 3-piece molecular cluster, C4H12N2S overall, with ωB97M-V/def2-TZVPD.

Element x y z (Å)
C (1.0802, 0.9355, 1.7280)
C (0.5885, -0.1251, 2.4162)
N (2.4181, 1.2019, 1.4480)
H (0.4303, 1.8074, 1.6418)
H (-0.4846, -0.1068, 2.5681)
H (1.1794, -0.9756, 2.7193)
H (3.0135, 0.3832, 1.4576)
H (0.4969, 0.6088, 0.1291)
H (2.5508, 1.6080, 0.5265)
C (-1.5166, -1.0365, -1.7859)
C (-1.5898, 0.4170, -1.3315)
S (0.0192, 1.2875, -1.6243)
N (-0.3437, -1.8023, -1.3206)
H (-1.4451, -1.0686, -2.8657)
H (-2.4504, -1.5752, -1.5291)
H (-1.8814, 0.4929, -0.2903)
H (-2.3005, 1.0238, -1.9173)
H (-0.2453, -1.7707, -0.3084)
H (0.4805, -1.3053, -1.6615)

## Properties
Net charge = +1
2S+1 = 2
Molecular weight = 120.22 u

***

We find a to be the most stable, with the next structure 0.0132 hartree higher.